1.
The molecule C4H6N2OS at a distorted geometry, computed with ωB97M-V/def2-TZVPD.

Last column: Löwdin charge in e.
CARTESIAN COORDINATES (ANGSTROEM)
N: -3.46 -0.64 0.10  0.080
C: -2.44 0.33 -0.03  -0.267
N: -1.19 0.06 0.08  -0.017
C: -0.51 1.28 -0.03  -0.177
C: 0.81 1.35 -0.23  -0.106
C: 1.77 0.31 0.04  -0.804
O: 2.97 0.50 0.28  -0.042
S: 1.20 -1.35 -0.10  0.803
H: -3.10 -1.57 0.12  0.082
H: -4.49 -0.36 0.19  0.128
H: -2.83 1.44 -0.34  0.161
H: -1.36 2.02 0.14  0.107
H: 1.24 2.39 -0.33  0.133
H: 2.48 -1.86 -0.26  -0.082

- Spin multiplicity: 1
- Gap between HOMO and LUMO: 0.34104 Ha
- HOMO: -0.3304 Ha
- Net charge: 0
- ΔE to the lowest compared entry with this formula, charge and spin: 2.974 eV
- SMILES string: N/C=N/C=C\C(=O)S

***

2.
A cluster of 2 separate species, C2H2F5N in total at a distorted geometry, computed with ωB97M-V/def2-TZVPD.

Last column: Löwdin charge in e.
CARTESIAN COORDINATES (ANGSTROEM)
F: -3.40 0.17 1.18  0.245
C: -3.88 0.11 0.01  -0.772
F: -3.59 1.22 -0.60  0.219
F: -5.25 0.03 0.00  0.124
F: -3.53 -1.03 -0.63  0.161
H: -0.16 0.43 1.21  0.059
N: -0.02 -0.18 0.41  0.133
C: 0.98 0.09 -0.30  -0.293
F: 1.86 1.06 -0.02  0.041
H: 1.04 -0.30 -1.23  0.082

- Spin multiplicity: 1
- Gap between HOMO and LUMO: 0.45083 Ha
- HOMO: -0.4186 Ha
- Net charge: 0
- ΔE to the lowest compared entry with this formula, charge and spin: 0.496 eV
- SMILES string: FC(F)(F)F.[H]/N=C\F

***

3.
A structure of composition C11H19ClDyINOP at a distorted geometry, computed with ωB97M-V/def2-TZVPD.

Last column: Löwdin charge in e.
CARTESIAN COORDINATES (ANGSTROEM)
C: 0.96 1.44 -0.42  -0.193
I: 0.16 -1.87 -2.07  0.996
H: 1.45 1.41 0.63  0.091
H: 0.06 2.04 -0.26  0.100
H: 1.68 2.00 -1.04  0.119
Dy: 0.41 -0.72 0.85  1.062
P: 2.98 -0.63 -0.88  0.674
C: 3.19 -0.43 -2.68  -0.275
C: 4.38 0.37 -0.23  -0.233
H: 3.45 -2.61 0.47  0.046
H: 4.73 -2.33 -0.78  0.069
H: 3.13 -3.04 -1.27  0.037
C: 3.64 -2.33 -0.58  -0.259
H: 4.33 0.37 0.87  0.054
H: 5.34 -0.07 -0.54  0.065
H: 4.22 -0.63 -2.97  0.070
H: 2.93 0.58 -2.99  0.059
H: 4.32 1.39 -0.62  0.057
H: 2.53 -1.14 -3.21  -0.010
C: 0.33 0.43 -1.48  -0.762
O: 0.08 0.96 -2.54  0.029
Cl: 1.62 -0.97 2.93  -0.055
C: -5.91 0.66 1.91  -0.010
C: -4.48 0.51 1.45  -0.180
C: -4.12 0.10 0.19  -0.016
C: -2.85 -0.13 -0.16  -0.083
N: -1.80 0.00 0.75  -0.166
C: -2.08 0.50 1.96  -0.142
C: -3.40 0.78 2.38  0.063
H: -6.48 1.36 1.26  0.111
H: -6.48 -0.29 1.87  0.113
H: -6.02 1.03 2.93  0.091
H: -4.90 -0.10 -0.55  0.152
H: -2.55 -0.46 -1.19  0.107
H: -1.25 0.69 2.66  0.111
H: -3.60 1.11 3.35  0.109

- Spin multiplicity: 6
- Gap between HOMO and LUMO (spin up / spin down): 0.25749 / 0.25545 Ha
- HOMO (spin up / spin down): -0.5879 / -0.5874 Ha
- Net charge: +2

***

4.
A structure of composition C55H33F9N12OSSeTl, computed with ωB97M-V/def2-TZVPD.

Last column: Löwdin charge in e.
CARTESIAN COORDINATES (ANGSTROEM)
Tl: 0.79 1.16 -0.09  1.065
N: 1.56 6.05 -0.16  0.138
C: 1.09 4.82 0.10  -0.119
N: 1.74 3.72 -0.12  0.087
C: 3.03 3.79 -0.58  -0.273
N: 3.82 2.76 -0.60  0.095
N: 3.20 1.64 -0.07  -0.054
C: 3.97 0.68 0.26  -0.098
C: 3.38 -0.45 1.00  -0.279
C: 4.17 -1.52 1.38  -0.010
C: 3.62 -2.50 2.19  -0.018
C: 2.31 -2.37 2.60  -0.017
C: 1.58 -1.28 2.15  -0.106
N: 2.09 -0.34 1.36  0.047
C: 3.54 5.08 -1.06  -0.079
C: 4.77 5.21 -1.71  -0.002
C: 5.22 6.46 -2.09  -0.053
C: 4.46 7.59 -1.80  -0.049
C: 3.25 7.48 -1.15  -0.003
C: 2.79 6.22 -0.79  -0.166
H: 0.99 6.85 0.06  0.167
H: 0.08 4.77 0.49  0.145
H: 5.04 0.75 0.13  0.139
H: 5.20 -1.57 1.06  0.124
H: 4.22 -3.35 2.51  0.124
H: 1.84 -3.10 3.24  0.121
H: 0.54 -1.17 2.41  0.107
H: 5.35 4.32 -1.92  0.113
H: 6.17 6.56 -2.60  0.112
H: 4.82 8.57 -2.08  0.115
H: 2.65 8.36 -0.93  0.120
S: -3.47 0.98 -2.77  1.163
C: -4.24 1.10 -1.23  -0.461
C: -5.58 0.91 -0.91  -0.076
C: -5.96 1.07 0.41  -0.071
C: -5.03 1.44 1.39  -0.063
C: -3.70 1.62 1.07  -0.012
C: -3.30 1.43 -0.25  -0.302
N: -1.99 1.55 -0.73  0.063
C: -1.96 1.35 -2.01  -0.545
C: -0.72 1.43 -2.80  -0.245
C: -0.79 1.50 -4.18  -0.042
C: 0.36 1.62 -4.95  -0.052
C: 1.60 1.67 -4.33  -0.057
C: 1.68 1.57 -2.95  -0.128
C: 0.53 1.46 -2.18  -0.216
H: -6.30 0.65 -1.67  0.116
H: -7.00 0.94 0.68  0.109
H: -5.36 1.58 2.41  0.108
H: -2.99 1.92 1.82  0.094
H: -1.75 1.49 -4.68  0.093
H: 0.28 1.68 -6.03  0.114
H: 2.50 1.76 -4.92  0.107
H: 2.66 1.57 -2.49  0.051
C: -5.98 -4.20 -1.85  -0.063
C: -5.56 -3.72 -0.47  -0.188
N: -4.11 -3.80 -0.25  -0.041
C: -3.64 -4.85 0.64  -0.208
C: -3.77 -6.25 0.05  -0.066
C: -3.36 -2.85 -0.82  -0.399
O: -3.84 -1.93 -1.48  0.049
C: -1.86 -2.86 -0.69  -0.076
C: -1.03 -3.95 -0.90  0.013
C: 0.34 -3.76 -0.90  -0.017
C: 0.84 -2.48 -0.71  -0.136
N: 0.05 -1.42 -0.53  0.040
C: -1.26 -1.62 -0.51  -0.054
H: -7.06 -4.11 -1.96  0.080
H: -5.71 -5.25 -2.00  0.067
H: -5.50 -3.61 -2.63  0.073
H: -6.02 -4.31 0.31  0.122
H: -5.86 -2.68 -0.33  0.119
H: -4.21 -4.79 1.56  0.116
H: -2.61 -4.65 0.92  0.105
H: -4.81 -6.51 -0.12  0.074
H: -3.34 -6.98 0.74  0.083
H: -3.25 -6.32 -0.91  0.071
H: -1.45 -4.94 -1.07  0.115
H: 1.03 -4.58 -1.08  0.116
H: 1.91 -2.30 -0.74  0.070
H: -1.89 -0.75 -0.39  0.097
F: -2.11 1.82 6.68  0.128
C: -2.26 0.77 5.87  -0.143
C: -2.85 -0.36 6.37  -0.134
F: -3.24 -0.33 7.64  0.137
C: -3.04 -1.54 5.61  -0.043
C: -2.60 -1.43 4.28  -0.144
C: -2.03 -0.29 3.78  -0.151
F: -1.71 -0.30 2.47  0.067
C: -1.80 0.86 4.54  -0.045
C: -1.15 2.01 4.01  -0.173
C: -0.48 1.98 2.79  -0.147
N: 0.03 2.07 1.76  0.122
C: -1.05 3.28 4.66  -0.215
N: -0.94 4.34 5.09  0.164
F: -2.73 -2.46 3.43  0.107
C: -3.62 -2.72 6.14  -0.126
C: -3.76 -3.90 5.37  -0.184
N: -3.86 -4.87 4.76  0.188
C: -4.12 -2.83 7.46  -0.181
N: -4.55 -2.97 8.52  0.203
F: 9.21 0.41 -5.18  0.166
C: 8.11 0.00 -4.58  -0.111
C: 7.06 0.90 -4.39  -0.136
F: 7.17 2.15 -4.82  0.140
C: 5.91 0.47 -3.75  -0.246
F: 4.92 1.35 -3.59  0.079
C: 5.77 -0.85 -3.28  -0.528
Se: 4.22 -1.41 -2.45  0.943
C: 6.85 -1.72 -3.49  -0.253
F: 6.79 -2.97 -3.06  0.099
C: 8.01 -1.31 -4.12  -0.135
F: 9.02 -2.14 -4.31  0.149

- Spin multiplicity: 1
- Gap between HOMO and LUMO (spin up / spin down): 0.22145 / 0.15959 Ha
- HOMO (spin up / spin down): -0.3744 / -0.3484 Ha
- Net charge: +1
- ΔE to the lowest compared entry with this formula, charge and spin: 1.078 eV

***

5.
A structure of composition C21H30BaN3O5 at a distorted geometry, computed with ωB97M-V/def2-TZVPD.

Last column: Löwdin charge in e.
CARTESIAN COORDINATES (ANGSTROEM)
Ba: 0.48 1.10 0.73  1.794
C: -1.94 1.07 -2.51  -0.086
C: -2.62 1.31 -1.15  -0.730
C: -4.14 1.18 -1.29  -0.082
O: -2.12 0.65 -0.10  -0.407
H: -1.85 -0.01 -2.63  0.028
H: -0.97 1.57 -2.60  0.046
H: -2.57 1.44 -3.32  0.059
H: -2.50 2.44 -1.00  0.083
H: -4.62 1.40 -0.32  0.068
H: -4.39 0.14 -1.52  0.077
H: -4.63 1.93 -1.93  0.051
C: 1.42 -2.64 2.38  -0.035
C: 0.25 -2.39 1.68  -0.351
C: -1.01 -3.25 2.01  -0.421
O: -2.05 -2.91 1.45  -0.018
C: -0.88 -4.15 3.08  -0.019
C: 0.31 -4.36 3.85  -0.408
C: 1.53 -3.50 3.50  -0.377
O: 2.57 -3.59 4.14  -0.008
O: 0.39 -5.21 4.75  -0.030
O: 0.19 -1.47 0.79  -0.334
H: 2.38 -2.27 2.03  0.081
H: -1.75 -4.70 3.40  0.092
C: -3.25 4.61 -3.16  -0.103
C: -2.22 5.59 -2.69  -0.259
C: -1.71 5.44 -1.26  -0.171
C: -0.70 4.42 -0.97  -0.215
N: 0.11 3.70 -0.67  0.078
H: -2.95 3.56 -3.16  0.047
H: -3.62 4.88 -4.15  0.076
H: -4.12 4.59 -2.49  0.082
H: -2.68 6.59 -2.71  0.107
H: -1.41 5.71 -3.41  0.113
H: -2.52 5.30 -0.54  0.129
H: -1.20 6.38 -0.97  0.122
C: 6.38 -0.51 3.89  -0.107
C: 5.23 -1.48 3.61  -0.251
C: 3.83 -0.90 3.82  -0.169
C: 3.34 -0.23 2.62  -0.221
N: 2.97 0.24 1.64  0.009
H: 7.26 -1.08 4.18  0.066
H: 6.07 0.00 4.81  0.068
H: 6.55 0.23 3.11  0.067
H: 5.34 -2.29 4.33  0.113
H: 5.32 -2.02 2.66  0.118
H: 3.85 -0.17 4.62  0.121
H: 3.17 -1.75 4.03  0.083
C: -1.69 -2.41 -2.31  -0.112
C: -0.31 -2.85 -2.73  -0.239
C: 0.47 -1.73 -3.41  -0.171
C: 0.93 -0.70 -2.50  -0.213
N: 1.29 0.17 -1.87  0.075
H: -2.32 -3.25 -2.01  0.083
H: -2.24 -1.85 -3.08  0.067
H: -1.69 -1.80 -1.41  0.071
H: -0.31 -3.73 -3.37  0.105
H: 0.19 -3.10 -1.79  0.117
H: -0.20 -1.24 -4.12  0.121
H: 1.33 -2.11 -3.96  0.118

- Spin multiplicity: 1
- Gap between HOMO and LUMO: 0.16001 Ha
- HOMO: -0.1074 Ha
- Net charge: -1
- ΔE to the lowest compared entry with this formula, charge and spin: 1.000 eV

***

6.
A cluster of 2 separate species, C8H12N4 in total at a distorted geometry, computed with ωB97M-V/def2-TZVPD.

Last column: Löwdin charge in e.
CARTESIAN COORDINATES (ANGSTROEM)
C: 4.43 1.19 -1.47  -0.055
C: 3.01 0.92 -1.06  -0.361
C: 2.07 0.06 -1.54  -0.082
N: 0.92 0.29 -0.82  0.032
C: 1.20 1.29 0.06  -0.218
N: 2.42 1.70 -0.09  0.081
H: 4.85 2.03 -0.91  0.070
H: 4.46 1.53 -2.51  0.072
H: 5.02 0.30 -1.26  0.071
H: 2.00 -0.77 -2.23  0.110
H: 0.11 -0.29 -0.94  0.101
H: 0.39 1.58 0.70  0.100
C: -0.90 -1.06 2.40  -0.038
C: -1.94 -0.93 1.33  -0.351
C: -3.13 -1.61 1.27  -0.066
N: -3.70 -1.24 0.07  0.052
C: -2.87 -0.32 -0.48  -0.199
N: -1.83 -0.07 0.26  0.088
H: -0.73 -0.16 2.96  0.073
H: 0.03 -1.30 1.89  0.074
H: -1.20 -1.84 3.10  0.076
H: -3.28 -2.57 1.72  0.112
H: -4.50 -1.52 -0.45  0.136
H: -3.11 0.10 -1.44  0.122

- Spin multiplicity: 1
- Gap between HOMO and LUMO: 0.32131 Ha
- HOMO: -0.2984 Ha
- Net charge: 0
- ΔE to the lowest compared entry with this formula, charge and spin: 0.630 eV
- SMILES string: Cc1c[nH]cn1.Cc1c[nH]cn1

***

7.
The molecule C4H8O2 at a distorted geometry, computed with ωB97M-V/def2-TZVPD.

Last column: Löwdin charge in e.
CARTESIAN COORDINATES (ANGSTROEM)
C: -1.49 0.28 -0.22  -0.179
C: -0.74 -1.04 -0.15  -0.216
O: 0.33 -0.90 0.72  -0.204
C: 1.49 -0.33 0.18  -0.122
C: 0.76 1.18 0.22  -0.112
O: -0.49 1.24 -0.52  -0.149
H: -2.25 0.30 -1.03  0.130
H: -2.02 0.48 0.72  0.126
H: -1.29 -1.85 0.30  0.124
H: -0.37 -1.30 -1.16  0.129
H: 2.29 -0.94 0.73  0.139
H: 1.73 -0.65 -0.87  0.109
H: 0.53 1.47 1.26  0.124
H: 1.35 1.92 -0.31  0.099

- Spin multiplicity: 1
- Gap between HOMO and LUMO: 0.37082 Ha
- HOMO: -0.3296 Ha
- Net charge: 0
- ΔE to the lowest compared entry with this formula, charge and spin: 3.207 eV
- SMILES string: C1COCCO1

***

8.
A structure of composition C6H6N at a distorted geometry, computed with ωB97M-V/def2-TZVPD.

Last column: Löwdin charge in e.
CARTESIAN COORDINATES (ANGSTROEM)
C: 2.88 -0.10 0.61  0.102
C: 2.72 -0.42 -0.79  0.274
C: -1.35 -0.90 0.39  -0.015
C: -1.95 0.18 -0.58  0.018
C: 0.47 0.81 -0.13  -0.002
C: 1.69 0.22 0.08  -0.224
N: -0.67 0.26 0.08  -0.069
H: 3.46 -0.16 1.52  0.130
H: -1.81 -1.01 1.41  0.156
H: -1.06 -1.88 0.02  0.131
H: -2.11 0.24 -1.65  0.128
H: -2.82 0.73 -0.29  0.110
H: 0.55 2.04 -0.67  0.260

- Spin multiplicity: 3
- Gap between HOMO and LUMO (spin up / spin down): 0.22028 / 0.32098 Ha
- HOMO (spin up / spin down): -0.4083 / -0.5776 Ha
- Net charge: +1
- ΔE to the lowest compared entry with this formula, charge and spin: 4.106 eV

***

Let's list molar mass in order: 130.2, 135.0, 537.1, 1364.3, 541.8, 164.2, 88.1, 92.1 g/mol.
Let's list electronic energy in order: -738.8954, -631.4886, -2544.2557, -6718.5783, -1384.1959, -531.0616, -307.5946, -286.3410 a.u..